{"formula": "C6H12O", "method": "ωB97M-V/def2-TZVPD", "e_tot_ev": -8460.2171, "max_force_ev_per_a": 0.28, "gap_ev": 8.4, "total_charge": 0, "homo_energy_ev": -7.40, "elements": ["C", "C", "C", "O", "C", "C", "C", "H", "H", "H", "H", "H", "H", "H", "H", "H", "H", "H", "H"], "coordinates": [[1.81735, -0.00827, -0.04092], [0.73449, 0.78759, 0.68772], [-0.07918, 1.69251, -0.25278], [-1.40520, 1.12557, -0.35439], [-1.54540, 0.01570, 0.37710], [-1.10274, -1.60904, -1.06889], [-0.37165, -0.08876, 1.31513], [2.57831, 0.66125, -0.45857], [1.39843, -0.59641, -0.86391], [2.32195, -0.69771, 0.64507], [1.21292, 1.39850, 1.46104], [-0.19969, 2.71059, 0.12913], [0.34265, 1.74574, -1.26276], [-1.99619, -0.92738, -0.17131], [-1.91356, -2.22095, -1.47905], [-0.35023, -2.24134, -0.59521], [-0.68034, -0.97660, -1.85107], [-0.06295, -1.11709, 1.51490], [-0.69895, 0.34611, 2.26877]]}


{"formula": "C6H12O", "method": "ωB97M-V/def2-TZVPD", "e_tot_ev": -8462.8200, "max_force_ev_per_a": 0.35, "gap_ev": 10.7, "total_charge": 0, "homo_energy_ev": -9.72, "smiles": "CC1(C)OC1(C)C", "elements": ["C", "C", "C", "O", "C", "C", "C", "H", "H", "H", "H", "H", "H", "H", "H", "H", "H", "H", "H"], "coordinates": [[1.53273, 0.94645, 0.44436], [0.72357, -0.31774, 0.15837], [1.41661, -1.34412, -0.73313], [-0.09675, -1.03873, 1.09524], [-0.73965, -0.10964, 0.22422], [-1.32610, 1.00109, 1.08763], [-1.58825, -0.45138, -0.97753], [2.56192, 0.89606, 0.07531], [1.52980, 1.27511, 1.48318], [1.02841, 1.72697, -0.13889], [0.81726, -1.68602, -1.58207], [1.62187, -2.21952, -0.10472], [2.37764, -0.98006, -1.10465], [-1.41485, 1.97297, 0.59091], [-2.32749, 0.67697, 1.40038], [-0.73321, 1.11395, 1.99897], [-2.59154, -0.81239, -0.73675], [-1.09815, -1.14791, -1.65968], [-1.69384, 0.49794, -1.52115]]}


{"formula": "C6H12O", "method": "ωB97M-V/def2-TZVPD", "e_tot_ev": -8462.2666, "max_force_ev_per_a": 1.23, "gap_ev": 9.3, "total_charge": 0, "homo_energy_ev": -8.29, "smiles": "C/C=C/C[C@@H](C)O", "elements": ["C", "C", "C", "C", "C", "C", "O", "H", "H", "H", "H", "H", "H", "H", "H", "H", "H", "H", "H"], "coordinates": [[-1.27348, -2.08123, -1.15941], [-0.10364, -1.18101, -0.93199], [0.73493, -1.27880, 0.09992], [1.41525, -0.02624, 0.54851], [0.17834, 0.89288, 0.91017], [0.36942, 2.36461, 0.63468], [-1.07783, 0.52406, 0.24992], [-0.91895, -2.93523, -1.73643], [-2.08676, -1.60369, -1.71892], [-1.69196, -2.42423, -0.20724], [0.07301, -0.41202, -1.69102], [0.50013, -1.99421, 0.88902], [2.06819, 0.44498, -0.20260], [2.05897, -0.20167, 1.42744], [-0.05635, 0.67842, 1.95737], [0.62648, 2.48273, -0.42670], [1.14284, 2.84598, 1.23711], [-0.58787, 2.85547, 0.82362], [-1.23729, 0.94250, -0.61592]]}


{"formula": "C6H12O", "method": "ωB97M-V/def2-TZVPD", "e_tot_ev": -8459.1205, "max_force_ev_per_a": 3.52, "gap_ev": 7.7, "total_charge": 0, "homo_energy_ev": -7.66, "smiles": "C=CC(=C)CC.O", "elements": ["C", "C", "C", "C", "C", "C", "H", "H", "H", "H", "H", "H", "H", "H", "H", "H", "O", "H", "H"], "coordinates": [[1.08807, 1.57313, 1.54976], [0.29205, 0.84193, 0.74058], [-1.09360, 0.42698, 1.22031], [-1.66206, 1.21182, 2.15510], [-1.89142, -0.68900, 0.49670], [-2.12119, -0.25637, -0.94688], [1.36195, 2.60821, 1.37075], [0.90514, 1.47501, 2.69709], [0.66806, 0.57627, -0.22284], [-1.14825, 1.32686, 3.13754], [-2.64088, 1.60095, 2.00714], [-1.44814, -1.69243, 0.49218], [-2.91759, -0.79991, 1.03751], [-1.13149, -0.03003, -1.21471], [-2.59315, 0.70576, -1.17087], [-2.54734, -1.14838, -1.56638], [4.41992, -2.23365, -3.70297], [4.84201, -2.60508, -4.55776], [3.61918, -2.79900, -3.67924]]}


{"formula": "C6H12O", "method": "ωB97M-V/def2-TZVPD", "e_tot_ev": -8461.2256, "max_force_ev_per_a": 0.51, "gap_ev": 9.3, "total_charge": 0, "homo_energy_ev": -8.26, "elements": ["C", "C", "C", "C", "O", "C", "C", "H", "H", "H", "H", "H", "H", "H", "H", "H", "H", "H", "H"], "coordinates": [[2.13009, -0.02685, -1.77753], [0.81111, -0.10957, -1.03203], [0.29051, -1.56274, -0.95625], [0.88400, 0.20124, 0.44499], [-0.14260, 0.98528, 0.66722], [-0.78993, 0.89294, 1.94672], [-2.26002, 0.80723, 1.57779], [2.00130, -0.39294, -2.80218], [2.48057, 1.00887, -1.82806], [2.89735, -0.62999, -1.28225], [0.04812, 0.51199, -1.52448], [0.97916, -2.18238, -0.37150], [0.19922, -1.98730, -1.96089], [-0.69304, -1.61673, -0.47296], [-0.41609, -0.00909, 2.43639], [-0.55403, 1.76749, 2.55670], [-2.34712, 0.15677, 0.70100], [-2.64636, 1.79059, 1.29613], [-2.87225, 0.39518, 2.38119]]}


{"formula": "C6H12O", "method": "ωB97M-V/def2-TZVPD", "e_tot_ev": -8462.5519, "max_force_ev_per_a": 0.54, "gap_ev": 10.7, "total_charge": 0, "homo_energy_ev": -9.68, "smiles": "C=CCCC(C)=O.[H][H]", "elements": ["C", "C", "C", "C", "C", "C", "O", "H", "H", "H", "H", "H", "H", "H", "H", "H", "H", "H", "H"], "coordinates": [[-1.32809, -1.29430, -0.58232], [-1.79423, -0.16052, -0.06948], [-1.06866, 1.15760, -0.02821], [0.36411, 1.10675, -0.55592], [1.26514, 0.15998, 0.22999], [2.29840, -0.62094, -0.55318], [1.19759, 0.07839, 1.43867], [-0.35732, -1.35507, -1.06769], [-1.88753, -2.22226, -0.52414], [-2.77478, -0.16488, 0.40723], [-1.05671, 1.51204, 1.00964], [-1.63830, 1.90460, -0.59790], [0.81691, 2.10354, -0.46417], [0.38108, 0.85139, -1.62144], [3.06295, 0.07181, -0.92495], [1.85618, -1.11092, -1.42752], [2.76812, -1.36319, 0.09453], [-0.69517, -0.25401, 2.54243], [-1.40970, -0.40000, 2.69444]]}


{"formula": "C6H12O", "method": "ωB97M-V/def2-TZVPD", "e_tot_ev": -8461.8595, "max_force_ev_per_a": 5.25, "gap_ev": 9.0, "total_charge": 0, "homo_energy_ev": -8.23, "smiles": "C=C/C(C)=C/C.O", "elements": ["C", "C", "C", "C", "C", "C", "H", "H", "H", "H", "H", "H", "H", "H", "H", "H", "O", "H", "H"], "coordinates": [[1.70877, -1.11622, 1.15739], [1.80476, -0.05548, 0.26496], [0.64640, 0.00032, -0.65017], [0.89877, 0.76868, -1.82846], [-0.60137, -0.44225, -0.29481], [-1.91725, -0.40390, -0.92835], [1.06352, -1.90403, 1.14144], [2.49141, -1.28144, 1.84752], [2.63028, 0.65497, 0.26813], [1.58250, 0.36138, -2.55697], [1.30071, 1.72653, -1.59986], [-0.01893, 1.14875, -2.29377], [-0.74470, -0.80302, 0.68207], [-2.47263, 0.45064, -0.58764], [-2.60316, -1.29050, -0.77281], [-1.96622, -0.32957, -2.02726], [-1.64763, 0.83097, 2.55054], [-0.94331, 0.16222, 2.56439], [-1.21192, 1.52196, 3.06365]]}


{"formula": "C6H12O", "method": "ωB97M-V/def2-TZVPD", "e_tot_ev": -8463.3585, "max_force_ev_per_a": 0.38, "gap_ev": 11.0, "total_charge": 0, "homo_energy_ev": -10.05, "smiles": "C[C@@H]1C[C@@H]1[C@@H](C)O", "elements": ["C", "C", "C", "C", "C", "C", "O", "H", "H", "H", "H", "H", "H", "H", "H", "H", "H", "H", "H"], "coordinates": [[1.52679, 0.94737, 1.40222], [0.98309, -0.43481, 1.11422], [1.17999, -1.05651, -0.23957], [-0.20530, -0.70143, 0.22151], [-0.98924, 0.36908, -0.50671], [-1.56162, -0.17576, -1.80415], [-2.09540, 0.82169, 0.26215], [1.50328, 1.58814, 0.51452], [2.57245, 0.87852, 1.72337], [0.96865, 1.45431, 2.19901], [1.07040, -1.12029, 1.95667], [1.61511, -0.41818, -1.00813], [1.46257, -2.10200, -0.31901], [-0.83766, -1.53413, 0.52729], [-0.32341, 1.21739, -0.74086], [-0.75611, -0.53558, -2.45171], [-2.12834, 0.59765, -2.33005], [-2.23711, -1.01143, -1.59189], [-1.74813, 1.21598, 1.07114]]}


{"formula": "C6H12O", "method": "ωB97M-V/def2-TZVPD", "e_tot_ev": -8463.0899, "max_force_ev_per_a": 0.89, "gap_ev": 10.1, "total_charge": 0, "homo_energy_ev": -9.07, "smiles": "C/C=C/CCCO", "elements": ["C", "C", "C", "C", "C", "C", "O", "H", "H", "H", "H", "H", "H", "H", "H", "H", "H", "H", "H"], "coordinates": [[-2.37971, 0.94873, 2.00107], [-1.25549, 0.80491, 1.02540], [-0.13211, 0.14426, 1.27481], [0.98435, -0.04361, 0.29097], [0.63571, -1.05272, -0.82135], [1.06117, -0.57898, -2.20417], [2.31020, 0.14418, -2.21729], [-2.26321, 0.22252, 2.80827], [-2.52657, 1.95531, 2.40069], [-3.32814, 0.71172, 1.51834], [-1.36097, 1.27144, 0.06022], [0.00667, -0.25581, 2.28193], [1.15775, 0.91234, -0.19507], [1.94407, -0.28113, 0.75454], [1.08011, -2.02233, -0.59335], [-0.45318, -1.16826, -0.80755], [1.15594, -1.37913, -2.93549], [0.33390, 0.14323, -2.57728], [3.02951, -0.47666, -2.06468]]}


{"formula": "C6H12O", "method": "ωB97M-V/def2-TZVPD", "e_tot_ev": -8463.1409, "max_force_ev_per_a": 2.20, "gap_ev": 10.7, "total_charge": 0, "homo_energy_ev": -9.59, "smiles": "CCC(C=O)CC", "elements": ["C", "C", "C", "C", "O", "C", "C", "H", "H", "H", "H", "H", "H", "H", "H", "H", "H", "H", "H"], "coordinates": [[-0.34727, 2.42768, -0.65598], [-0.82495, 0.98896, -0.55841], [0.03701, 0.04341, 0.26725], [1.24355, -0.24573, -0.58813], [2.16349, 0.53501, -0.61914], [-0.69623, -1.25283, 0.65008], [0.47653, -2.18595, 0.99573], [-1.07051, 3.02796, -1.22292], [-0.23673, 2.86994, 0.34075], [0.63037, 2.46683, -1.14733], [-1.82436, 0.96056, -0.12736], [-0.91838, 0.55741, -1.56780], [0.40379, 0.49934, 1.20022], [1.14319, -1.07024, -1.34444], [-1.31293, -1.59397, -0.20516], [-1.35875, -0.97054, 1.48772], [0.61713, -2.32172, 2.07931], [1.38356, -1.60747, 0.59975], [0.49150, -3.12865, 0.41587]]}


{"formula": "C6H12O", "method": "ωB97M-V/def2-TZVPD", "e_tot_ev": -8457.9568, "max_force_ev_per_a": 0.41, "gap_ev": 8.6, "total_charge": 0, "homo_energy_ev": -7.62, "elements": ["C", "C", "C", "C", "O", "C", "C", "H", "H", "H", "H", "H", "H", "H", "H", "H", "H", "H", "H"], "coordinates": [[-1.86555, -0.98958, -0.46600], [-0.81408, 0.07309, -0.14364], [-1.35137, 1.13853, 0.81483], [0.40175, -0.57774, 0.46829], [1.23832, -1.37140, -0.43688], [1.73975, -0.22391, 0.04546], [2.54250, 0.82817, -0.42542], [-2.74367, -0.53291, -0.93488], [-1.46506, -1.74427, -1.15052], [-2.19876, -1.49844, 0.44718], [-0.49760, 0.55576, -1.07618], [-1.65901, 0.69123, 1.76815], [-2.22736, 1.63337, 0.38310], [-0.59858, 1.90579, 1.02747], [0.28417, -1.04135, 1.44724], [2.59398, -0.86548, 1.32600], [3.26021, 0.60930, -1.20827], [2.88647, 0.03825, 0.77116], [2.17681, 1.84103, -0.29327]]}


{"formula": "C6H12O", "method": "ωB97M-V/def2-TZVPD", "e_tot_ev": -8464.3296, "max_force_ev_per_a": 0.32, "gap_ev": 11.2, "total_charge": 0, "homo_energy_ev": -10.21, "smiles": "CC1(O)CCCC1", "elements": ["C", "C", "O", "C", "C", "C", "C", "H", "H", "H", "H", "H", "H", "H", "H", "H", "H", "H", "H"], "coordinates": [[0.33248, 0.73120, -1.97691], [-0.20438, 0.17872, -0.66132], [-1.57712, -0.19937, -0.80111], [0.60848, -1.00292, -0.12099], [0.08672, -1.16997, 1.30766], [-0.15978, 0.27937, 1.79211], [-0.18368, 1.16026, 0.51730], [0.41778, -0.07002, -2.72207], [1.32725, 1.17185, -1.84446], [-0.34006, 1.49598, -2.37740], [-1.60914, -1.06156, -1.23341], [0.50488, -1.90054, -0.74606], [1.67255, -0.73119, -0.11812], [-0.85682, -1.72458, 1.28805], [0.78093, -1.72165, 1.94912], [0.63946, 0.60387, 2.46685], [-1.09660, 0.35193, 2.35159], [0.71250, 1.78891, 0.45939], [-1.05544, 1.81971, 0.46981]]}


{"formula": "C6H12O", "method": "ωB97M-V/def2-TZVPD", "e_tot_ev": -8463.0209, "max_force_ev_per_a": 0.31, "gap_ev": 10.3, "total_charge": 0, "homo_energy_ev": -9.25, "smiles": "CC(C)[C@H]1C[C@H]1O", "elements": ["C", "C", "C", "C", "C", "C", "O", "H", "H", "H", "H", "H", "H", "H", "H", "H", "H", "H", "H"], "coordinates": [[-0.36682, 0.32006, 1.58577], [-0.36364, 0.88856, 0.15739], [-1.77996, 0.87512, -0.42851], [0.60098, 0.22908, -0.82939], [1.90784, -0.40906, -0.40606], [0.80068, -1.25352, -0.96201], [0.10278, -2.18458, -0.18530], [0.62512, -0.01773, 1.90764], [-0.67489, 1.08639, 2.30343], [-1.06889, -0.51637, 1.68758], [-0.03608, 1.93535, 0.23261], [-2.47014, 1.48581, 0.16559], [-2.16604, -0.15059, -0.45757], [-1.78475, 1.26385, -1.45326], [0.63607, 0.77428, -1.77345], [2.80915, -0.23757, -0.98813], [2.09362, -0.48636, 0.66380], [0.92996, -1.65592, -1.96345], [0.20501, -1.94679, 0.74331]]}